Record 1
C35H47F5MoN8SSbSi3 | wB97M-V/def2-TZVPD

```
101
Properties=species:S:1:pos:R:3:forces:R:3:mulliken_spin:R:1
Mo -1.032668 -1.149484 -0.464584 -0.04 -0.09 -0.17 2.03
C -5.229717 -1.603135 -2.376312 0.02 -0.01 0.01 0.00
C -3.972003 -1.944917 -1.877469 0.01 -0.02 -0.01 0.01
N -3.308186 -1.127761 -1.064537 0.07 0.04 -0.06 -0.04
C -3.918578 0.029122 -0.717816 -0.02 -0.01 -0.01 -0.01
C -5.153294 0.360507 -1.256001 -0.01 0.00 0.00 -0.01
N -5.800537 -0.446421 -2.089987 0.00 0.00 0.00 0.01
C -3.244887 0.802688 0.341760 0.04 0.02 0.00 0.03
C -3.796722 1.884949 0.990218 -0.01 0.00 0.02 0.00
C -3.218160 2.350642 2.179059 0.00 0.00 0.02 0.01
C -2.166613 1.601625 2.715032 0.01 0.01 0.00 -0.01
C -1.637536 0.548264 1.999317 -0.02 0.00 0.00 -0.01
N -2.098830 0.233440 0.773749 -0.09 -0.08 0.05 0.01
C -0.733129 -0.476610 2.540309 0.00 0.00 0.01 0.03
C -0.308795 -0.506855 3.857837 0.00 0.00 0.01 -0.01
N 0.241609 -1.588088 4.400279 0.00 0.00 0.00 0.01
C 0.354168 -2.651606 3.627087 -0.03 -0.01 -0.02 0.00
C -0.006288 -2.627679 2.279526 0.01 -0.02 0.01 0.05
N -0.528997 -1.539740 1.725674 0.06 0.10 -0.04 -0.07
C -3.759164 3.528150 2.874443 0.00 0.00 -0.01 0.00
C -3.775699 3.605613 4.264449 0.00 0.01 0.01 0.00
C -4.299718 4.747160 4.855447 0.01 -0.01 -0.01 0.00
N -4.767926 5.777247 4.159480 0.00 0.01 0.00 0.00
C -4.746393 5.703847 2.833537 0.00 -0.01 0.00 0.00
C -4.263574 4.600975 2.143132 0.00 -0.01 0.00 0.00
H -5.764448 -2.286305 -3.024819 -0.01 0.01 0.00 0.00
H -3.510406 -2.890507 -2.126018 0.01 0.00 0.01 -0.01
H -5.644395 1.293303 -1.008564 0.00 0.00 0.00 0.00
H -4.718273 2.328484 0.642275 0.00 0.00 -0.01 0.00
H -1.788693 1.845527 3.697046 0.02 0.00 0.00 0.00
H -0.437009 0.349253 4.508408 0.00 -0.01 0.00 0.00
H 0.749705 -3.558999 4.067123 0.01 0.01 0.00 0.00
H 0.113921 -3.504075 1.665175 0.00 0.01 0.01 -0.01
H -3.438064 2.789451 4.890103 0.00 0.00 0.00 0.00
H -4.346541 4.832964 5.934421 0.00 0.00 0.00 0.00
H -5.131378 6.562512 2.296491 0.00 0.00 0.00 0.00
H -4.254882 4.606265 1.060279 0.00 0.00 0.00 0.00
N -0.002848 -1.976650 -2.313155 -0.08 0.01 0.02 -0.02
C -0.831269 -1.643264 -3.493705 0.00 -0.02 -0.01 0.00
C -0.965630 -0.139838 -3.530139 0.01 0.01 0.02 0.01
N -1.266872 0.366909 -2.150117 -0.01 0.08 0.03 -0.01
H 0.933699 -1.599668 -2.446881 0.03 0.01 0.02 0.00
H 0.105478 -2.986655 -2.261293 0.01 -0.02 -0.02 0.00
H -1.794786 -2.136583 -3.376324 0.01 0.00 -0.01 0.00
H -0.381041 -2.011187 -4.416957 0.01 0.01 0.00 0.00
H -1.735867 0.182205 -4.228587 -0.01 -0.02 0.00 0.00
H -0.027678 0.304323 -3.851659 0.00 0.00 -0.02 0.00
H -2.211753 0.739941 -2.142162 0.01 0.02 0.00 0.00
H -0.666262 1.167117 -1.955174 0.02 -0.02 0.00 0.01
F 2.412475 -7.564926 -1.464629 0.00 -0.01 0.00 0.00
C 1.530844 -6.625694 -1.219283 -0.01 0.00 0.00 0.02
C 1.950989 -5.361948 -0.832926 -0.02 0.01 0.01 0.00
F 3.241275 -5.084439 -0.709467 0.03 0.01 0.01 0.00
C 1.011507 -4.380824 -0.579723 0.00 0.00 -0.01 0.03
F 1.465161 -3.154130 -0.218150 -0.01 0.00 -0.04 0.00
C -0.354866 -4.597967 -0.708942 -0.03 -0.03 -0.05 -0.01
S -1.651273 -3.443609 -0.359399 0.02 -0.01 0.16 -0.01
C -0.748291 -5.878501 -1.107772 0.00 0.02 -0.01 0.03
F -2.039816 -6.143215 -1.251187 0.02 0.00 0.00 0.00
C 0.171061 -6.884059 -1.354588 0.00 -0.02 0.00 0.00
F -0.237401 -8.077341 -1.724436 0.00 0.01 0.00 0.00
C 3.247650 -1.888977 2.237927 -0.05 -0.02 -0.03 0.00
Si 3.738422 -0.799821 0.816202 0.00 -0.02 0.03 0.01
C 4.584915 -1.755920 -0.536682 -0.01 0.03 0.01 0.00
C 4.708736 0.660898 1.434001 -0.01 -0.05 0.01 0.00
Sb 1.557367 0.252643 -0.265362 0.06 0.02 0.01 -0.10
Si 1.354526 2.629434 0.808352 0.01 0.03 0.00 0.01
C -0.257206 3.345614 0.174678 0.00 -0.01 0.00 0.00
C 2.771477 3.693066 0.244175 -0.02 0.02 0.03 -0.01
C 1.425561 2.446765 2.669150 -0.02 -0.01 -0.02 0.00
Si 2.593627 0.988549 -2.578880 0.02 -0.01 0.00 0.00
C 2.777261 -0.492678 -3.716547 0.00 0.00 0.02 0.00
C 1.555019 2.354739 -3.336125 0.00 0.02 0.03 0.00
C 4.292235 1.660600 -2.229544 0.01 -0.04 0.01 -0.01
H 4.160666 -2.216952 2.743062 0.03 0.02 0.00 0.00
H 2.723856 -2.783536 1.901486 0.01 0.02 0.03 0.00
H 2.640862 -1.360945 2.975177 0.04 0.00 0.00 0.00
H 5.359805 -2.380433 -0.082652 0.01 0.01 0.02 0.00
H 5.077534 -1.102998 -1.256555 -0.01 -0.04 -0.01 0.00
H 3.908564 -2.424279 -1.069521 -0.01 -0.02 0.02 0.00
H 5.565237 0.264152 1.988876 0.01 0.00 -0.01 0.00
H 4.138910 1.277779 2.130771 0.02 -0.01 -0.02 0.00
H 5.103799 1.290706 0.639539 -0.01 0.03 -0.06 0.00
H -0.165165 3.618435 -0.880397 0.01 -0.01 0.00 0.00
H -0.490717 4.264942 0.719740 0.01 0.00 0.00 0.00
H -1.108668 2.672246 0.289140 0.02 0.01 -0.01 0.00
H 2.823257 3.840533 -0.833267 -0.04 0.01 0.01 0.00
H 3.738274 3.336641 0.599344 -0.01 -0.01 0.01 0.00
H 2.607393 4.676975 0.697282 0.01 0.00 0.00 0.00
H 0.436389 2.370550 3.116450 -0.04 -0.02 0.02 0.00
H 1.895135 3.342501 3.084271 -0.01 0.01 0.00 0.00
H 2.020012 1.591028 2.993564 -0.02 0.01 0.00 0.00
H 1.880071 -0.800345 -4.256650 -0.02 -0.01 0.01 0.00
H 3.208155 -1.360606 -3.210095 -0.03 0.03 0.00 0.00
H 3.500532 -0.200120 -4.484595 -0.01 0.00 -0.01 0.00
H 0.471034 2.238840 -3.317429 0.02 0.02 -0.02 0.00
H 1.845379 2.460595 -4.386009 0.00 0.00 0.00 0.00
H 1.782726 3.305526 -2.851620 0.01 0.01 0.02 0.00
H 5.019631 0.868914 -2.053061 0.01 0.03 0.01 0.00
H 4.333145 2.369706 -1.406221 0.01 -0.04 -0.01 0.00
H 4.609860 2.195429 -3.130866 0.00 -0.02 -0.01 0.00
```
Positions in Å, forces in eV/Å.

As for the net charge: +3. The HOMO-LUMO gap (alpha / beta) comes out at 6.71 / 5.90 eV. As for the HOMO energy (alpha / beta): -16.0 / -16.1 eV. Its spin multiplicity is 3.

***

Record 2
C35H48AsBrF6Ge2IrN2OP | wB97M-V/def2-TZVPD

```
98
Properties=species:S:1:pos:R:3:forces:R:3:mulliken_charge:R:1
Ir 0.806955 0.175074 0.143307 -0.80 0.96 1.57 0.88
C 1.600045 -0.530397 4.646248 0.03 -0.02 -0.02 -1.43
C 1.779806 0.137220 3.316515 0.05 -0.18 0.01 0.04
O 0.937966 -0.058781 2.410156 0.01 0.13 -0.07 -1.14
N 2.838299 0.920299 3.150423 -0.02 0.00 -0.01 0.18
C 2.931801 1.832602 2.015894 -0.05 0.05 0.04 -0.46
C 3.606947 1.253050 0.809533 0.06 -0.18 0.09 0.76
C 4.950398 1.502031 0.581001 -0.01 0.02 0.01 -0.89
C 5.586585 0.955953 -0.518061 -0.03 -0.03 -0.03 -0.88
C 4.846718 0.154089 -1.373675 0.01 0.02 0.01 -1.03
C 3.514367 -0.053866 -1.096974 -0.06 0.09 -0.08 0.15
N 2.889548 0.480180 -0.027846 0.05 -0.33 -0.43 0.68
H 0.745835 -0.075914 5.150732 -0.01 0.00 -0.01 0.29
H 2.470166 -0.426658 5.290709 0.00 0.00 -0.01 0.50
H 1.383323 -1.587521 4.497545 -0.01 0.00 0.01 0.22
H 3.481695 1.019780 3.919803 0.00 0.03 0.00 0.34
H 3.453400 2.731488 2.332658 0.03 -0.03 0.02 0.91
H 1.923772 2.131771 1.773993 0.04 0.02 -0.04 -1.12
H 5.484129 2.141696 1.270448 0.01 0.01 -0.01 0.61
H 6.632956 1.154988 -0.705410 0.00 0.00 0.00 0.46
H 5.281441 -0.293276 -2.255862 0.01 0.00 0.01 0.54
H 2.897382 -0.640735 -1.763085 0.01 0.00 0.01 0.28
F 0.257757 2.494077 0.572516 0.15 -0.28 -0.19 -0.74
P 0.746286 4.205842 0.403072 0.16 0.33 -0.03 1.83
F 1.229504 4.104700 1.941099 -0.04 -0.02 -0.05 -0.34
F 2.185539 3.616700 -0.063424 -0.06 -0.02 0.05 -0.32
F -0.716875 4.583194 0.922000 0.05 -0.02 0.01 -0.34
F 1.214797 5.693303 0.269773 -0.01 -0.01 0.01 -0.31
F 0.223821 4.120425 -1.095782 0.00 -0.01 0.08 -0.29
Br 0.249579 1.362368 -6.436466 -0.01 0.00 0.04 -0.09
C 0.393952 0.966176 -4.603351 -0.01 -0.02 -0.04 -0.40
C 0.959081 1.899614 -3.737958 0.05 -0.03 0.03 -0.67
C 1.061838 1.612350 -2.390979 0.02 -0.05 -0.15 0.08
C 0.580782 0.400244 -1.865718 0.04 0.23 -0.04 -0.77
C 0.007194 -0.507858 -2.759330 -0.09 0.02 0.14 1.21
C -0.079423 -0.240090 -4.121131 0.02 0.00 -0.05 -0.96
H 1.318664 2.846560 -4.117324 0.00 0.00 -0.01 0.59
H 1.513549 2.354590 -1.750358 0.02 -0.04 0.01 0.22
H -0.417283 -1.426355 -2.388133 0.04 -0.03 -0.03 0.36
H -0.533883 -0.956125 -4.793191 0.00 -0.01 0.00 0.56
C 0.456032 -3.902951 -2.193373 -0.09 -0.06 0.00 -0.94
C 1.476504 -3.447775 -1.162550 0.14 0.07 0.14 -0.45
As 1.155937 -2.180685 0.305657 -0.05 -0.05 -0.19 0.63
C 2.875099 -2.418278 1.214664 -0.05 0.05 -0.03 0.29
C 3.067193 -3.752636 1.924861 0.00 -0.01 0.05 -1.49
C -0.172924 -2.984004 1.488535 0.07 0.07 -0.05 0.76
C -0.298216 -4.499371 1.399998 -0.03 -0.05 0.01 -1.37
H 0.896367 -4.731977 -2.748773 -0.02 -0.02 0.01 0.51
H 0.200501 -3.139879 -2.919899 0.03 0.01 -0.01 0.08
H -0.463997 -4.273451 -1.743167 0.01 0.02 0.01 0.08
H 2.384223 -3.076862 -1.643694 -0.03 0.01 -0.03 0.50
H 1.780827 -4.313668 -0.567400 0.07 0.00 -0.06 0.63
H 2.976291 -1.590406 1.915061 0.03 -0.02 -0.04 -0.05
H 3.636784 -2.274498 0.445967 -0.01 -0.02 0.00 0.47
H 2.371695 -3.877327 2.755431 -0.01 0.00 -0.01 0.33
H 4.076126 -3.799654 2.334854 0.00 0.00 0.01 0.46
H 2.956672 -4.606608 1.257566 0.01 0.01 -0.01 0.32
H -1.120174 -2.506920 1.247872 0.02 0.03 0.01 -0.42
H 0.105828 -2.643107 2.486603 0.02 -0.06 0.01 0.43
H -0.609957 -4.820842 0.406554 0.01 0.00 0.00 0.20
H -1.059177 -4.842334 2.101746 0.01 0.01 0.00 0.47
H 0.627522 -5.014856 1.647939 0.00 0.01 -0.01 0.27
C -2.100838 -0.785429 3.293212 -0.13 0.10 0.03 -0.96
Ge -2.173363 0.917708 2.396646 0.30 -0.16 0.06 1.09
C -3.923774 1.225177 1.621456 0.16 -0.06 -0.02 -1.09
C -1.200619 2.376465 3.180039 -0.14 0.00 -0.01 -0.76
Ge -1.593845 0.563347 -0.522084 0.01 -0.38 -1.13 -0.51
C -2.252868 2.153220 -1.428703 -0.03 -0.03 0.27 1.68
C -2.389342 2.042631 -2.813362 -0.03 -0.02 -0.05 -0.38
C -2.870077 3.108395 -3.557605 -0.03 0.01 0.02 -0.98
C -3.259137 4.279598 -2.921505 0.02 -0.01 0.01 -0.97
C -3.153044 4.387117 -1.542704 0.01 0.00 -0.02 -0.64
C -2.643051 3.331715 -0.802781 0.10 0.06 0.06 -0.17
C -2.848584 -0.819295 -1.080665 0.16 -0.11 0.08 1.20
C -2.510472 -2.174995 -1.076651 0.03 -0.05 0.07 0.42
C -3.402607 -3.144722 -1.502099 -0.03 0.04 0.01 -1.13
C -4.674119 -2.767757 -1.918113 -0.01 0.02 0.00 -0.90
C -5.035341 -1.427708 -1.920269 0.00 -0.07 -0.02 -0.85
C -4.125965 -0.460793 -1.517044 -0.03 0.13 0.02 -0.93
H -2.796348 -0.661107 4.132584 0.04 -0.04 0.02 0.58
H -1.113855 -1.015158 3.677192 0.02 0.00 -0.01 0.09
H -2.481239 -1.594599 2.675406 -0.02 0.02 -0.03 0.36
H -4.413575 1.768129 2.440998 -0.08 -0.01 -0.05 0.61
H -4.426080 0.277211 1.444868 -0.02 0.00 0.01 0.36
H -3.962230 1.851190 0.735310 0.00 0.03 0.03 0.35
H -1.450875 2.326243 4.245304 0.03 0.05 0.00 0.56
H -1.505119 3.336538 2.770943 -0.01 -0.02 -0.01 0.38
H -0.129034 2.271647 3.052564 0.00 -0.05 0.01 -0.01
H -2.119000 1.128210 -3.323202 -0.01 -0.04 -0.01 0.73
H -2.952232 3.018146 -4.632924 0.00 -0.01 0.00 0.50
H -3.642021 5.109419 -3.500298 0.00 0.00 0.00 0.42
H -3.445902 5.300800 -1.043328 0.00 0.00 0.01 0.47
H -2.510741 3.465085 0.261646 -0.05 -0.03 -0.02 0.04
H -1.518211 -2.480083 -0.764468 -0.02 -0.01 -0.02 -0.59
H -3.118084 -4.189238 -1.514973 0.01 0.00 0.01 0.50
H -5.380197 -3.518851 -2.246207 0.00 0.00 0.00 0.42
H -6.023141 -1.136521 -2.251234 0.00 0.02 0.00 0.50
H -4.412623 0.583536 -1.555730 -0.01 -0.01 0.00 0.41
```
Positions in Å, forces in eV/Å.

As for the net charge: +2. The HOMO-LUMO gap comes out at 5.83 eV. As for the HOMO energy: -13.3 eV. Its spin multiplicity is 1.